No. 1
C25H47CdCl2NO3Si2 | ωB97M-V/def2-TZVPD

Output
gap between HOMO and LUMO	6.13	eV
relative energy (zero: lowest compared OMol25 entry of this formula, charge and spin)	33.3	kcal per mole
molar mass	649.14	g/mol
multiplicity	1
charge	0
HOMO	-6.24	eV

Geometry as XYZ:
```
81
Properties=species:S:1:pos:R:3:forces:R:3
O -2.01655 -2.73806 -3.43594 0.3 -0.7 1.4
O -2.97683 -1.39359 -5.09311 -0.3 0.6 -0.8
C -0.62159 -3.16314 -3.64970 -0.1 -0.3 -0.2
C 0.23962 -3.10060 -2.41499 0.1 0.0 0.2
H -0.24429 -2.50862 -4.43846 -0.1 0.1 0.1
H -0.69836 -4.18004 -4.04799 0.1 0.1 0.1
H 0.17626 -2.14249 -1.88578 0.0 -0.1 -0.1
H 1.27726 -3.24603 -2.72996 -0.1 0.1 0.0
H 0.01969 -3.91298 -1.71623 0.0 0.2 -0.1
C -2.70251 -2.93037 -2.12879 0.3 0.4 -0.2
C -3.91524 -3.79757 -2.31761 0.0 -0.3 -0.1
H -2.94305 -1.92238 -1.77775 0.1 -0.3 0.0
H -1.97595 -3.36915 -1.44406 -0.1 0.1 -0.2
H -4.60454 -3.39276 -3.06781 0.2 -0.1 0.1
H -4.45099 -3.87134 -1.36925 0.0 0.0 0.0
H -3.60924 -4.81162 -2.60306 -0.2 0.2 0.0
C -3.84038 -0.24739 -4.88068 -0.2 0.0 -0.4
C -2.48489 -1.56697 -6.44816 0.3 0.2 0.0
C -3.91722 0.10629 -3.42494 0.0 0.1 0.2
H -4.82306 -0.51786 -5.28851 0.1 0.1 0.1
H -3.44363 0.59329 -5.46326 0.0 -0.2 0.2
H -4.33216 -0.70667 -2.82251 0.1 0.1 -0.1
H -4.58944 0.96005 -3.31912 0.0 0.0 0.0
H -2.93783 0.41068 -3.04342 -0.1 -0.1 0.0
C -2.93439 -2.87953 -7.03871 -0.1 -0.1 0.0
H -1.38873 -1.49283 -6.39912 -0.3 0.0 -0.1
H -2.85733 -0.72677 -7.04543 0.1 -0.1 0.2
H -2.56476 -3.73125 -6.46150 -0.1 0.1 0.0
H -2.54188 -2.96386 -8.05480 0.0 0.0 0.1
H -4.02672 -2.92366 -7.08389 0.1 -0.1 0.0
H -2.49516 -2.11646 -4.17668 0.1 0.2 0.0
Cd 1.14998 1.32404 -1.10051 1.2 -0.9 1.0
C -0.21621 1.99915 -2.46167 -1.2 0.7 -1.9
Si 0.59539 2.09240 -4.15943 -0.4 -0.1 1.4
H -0.57812 2.99769 -2.15168 0.0 -0.3 -0.2
H -1.09682 1.32917 -2.46876 0.2 0.2 0.0
C 1.59973 0.56145 -4.61178 0.0 -0.2 -0.2
C 1.81000 3.52132 -4.19407 0.1 0.2 -0.2
C -0.76614 2.29703 -5.44251 -0.2 0.1 -0.6
C 3.21950 0.67773 -1.27618 0.5 0.0 0.4
Si 4.24869 1.43160 0.08347 -0.4 -0.4 -0.6
H 3.59807 0.93934 -2.27779 0.0 0.0 0.3
H 3.18768 -0.42436 -1.20325 0.0 0.3 0.0
C 4.92152 3.08523 -0.51905 0.2 0.1 0.1
C 5.66019 0.28163 0.57574 0.3 0.1 0.1
C 3.23876 1.77062 1.64074 0.1 0.0 0.2
H -0.52182 3.12318 -6.12110 -0.2 -0.1 -0.1
H -1.73240 2.51982 -4.97065 0.3 0.0 0.0
H -0.89546 1.39096 -6.05105 0.0 0.1 0.0
H 2.35220 0.30274 -3.85535 -0.2 0.1 -0.1
H 2.12401 0.74857 -5.56217 -0.1 -0.1 0.2
H 0.95145 -0.31473 -4.75819 0.1 0.1 0.0
H 2.78691 3.23342 -3.77736 -0.3 0.0 0.0
H 1.43095 4.37588 -3.62053 0.1 -0.1 -0.1
H 1.97080 3.84921 -5.23224 0.1 0.0 0.2
H 6.10861 -0.19164 -0.30834 -0.1 0.1 0.2
H 5.30185 -0.51666 1.24165 0.1 0.2 -0.2
H 6.45086 0.83280 1.10487 -0.1 -0.2 0.0
H 2.65373 0.88733 1.93506 0.1 0.2 -0.1
H 2.53757 2.60566 1.50243 0.1 -0.2 0.0
H 3.91118 2.02758 2.47357 -0.2 0.0 -0.1
H 5.45801 3.60264 0.28966 -0.1 0.0 -0.2
H 4.10695 3.74220 -0.85805 0.2 -0.2 0.1
H 5.61995 2.95084 -1.35667 -0.1 0.0 0.2
Cl -0.07804 -2.94484 1.67390 0.1 -0.8 -0.1
C -0.44849 -1.35925 2.17265 -0.2 2.2 -0.5
C -0.98074 -1.09410 3.42771 -0.3 0.8 0.3
C -1.31353 0.20302 3.81809 0.4 -0.6 -1.2
Cl -1.92926 0.46279 5.39234 -0.4 0.1 0.8
C -1.13448 1.31048 2.93727 0.3 -0.5 0.0
C -1.50052 2.64082 3.23929 0.1 0.4 -0.4
C -1.24816 3.64211 2.32066 -0.1 -0.3 0.1
C -0.56347 3.33177 1.13159 0.3 -1.2 0.0
N -0.16237 2.08717 0.84861 -0.7 0.8 0.2
C -0.50871 1.07051 1.67253 0.0 -0.1 0.7
C -0.16530 -0.29035 1.25610 0.4 -0.9 -0.2
O 0.39708 -0.52416 0.13481 -0.4 0.2 0.1
H -1.13850 -1.91774 4.11353 0.0 0.1 0.0
H -1.98463 2.86156 4.18651 0.1 0.0 -0.2
H -1.55302 4.67098 2.48863 0.0 -0.2 0.1
H -0.33633 4.10743 0.39758 0.1 -0.2 0.2
```
Forces are in eV/Å.

The molecule's Mulliken atomic charges, reported in e, are given here:
1. O -0.1478
2. O -0.1682
3. C 0.1562
4. C -1.7271
5. H 0.1928
6. H 0.2181
7. H 0.4569
8. H 0.4271
9. H 0.4444
10. C -0.1337
11. C -1.3011
12. H 0.2276
13. H 0.3741
14. H 0.2564
15. H 0.4289
16. H 0.3634
17. C -0.1911
18. C -0.3579
19. C -1.0709
20. H 0.2761
21. H 0.3848
22. H 0.2777
23. H 0.4672
24. H 0.0062
25. C -1.2309
26. H 0.2224
27. H 0.4771
28. H 0.2429
29. H 0.4120
30. H 0.3285
31. H 0.5958
32. Cd 1.9329
33. C -0.4761
34. Si 0.3277
35. H 0.4983
36. H -0.4784
37. C -0.3390
38. C -1.0128
39. C -1.0164
40. C -1.1129
41. Si 0.0849
42. H 0.3161
43. H 0.4942
44. C -1.0233
45. C -1.0934
46. C -0.9138
47. H 0.4401
48. H 0.2156
49. H 0.1917
50. H 0.1632
51. H 0.3468
52. H -0.2928
53. H 0.2716
54. H 0.3054
55. H 0.3268
56. H 0.3096
57. H 0.2981
58. H 0.2896
59. H 0.1696
60. H 0.1945
61. H 0.4058
62. H 0.3245
63. H 0.2629
64. H 0.2962
65. Cl -0.2642
66. C 0.4471
67. C -0.4926
68. C 0.6835
69. Cl -0.2958
70. C 0.0001
71. C -0.8526
72. C -0.7418
73. C -0.5669
74. N 0.0183
75. C 0.2208
76. C -0.4911
77. O -0.9273
78. H 0.4374
79. H 0.3835
80. H 0.3942
81. H 0.4322

No. 2
C25H47Cl2DyNO3Si2 | ωB97M-V/def2-TZVPD

Output
⟨S²⟩	9.184
gap between HOMO and LUMO (alpha / beta)	6.35 / 7.21	eV
molar mass	699.23	g/mol
multiplicity	6
charge	+1
HOMO (alpha / beta)	-10.43 / -10.43	eV

Geometry as XYZ:
```
81
Properties=species:S:1:pos:R:3:forces:R:3
O -1.05262 0.82598 -0.76980 -1.1 0.2 -1.0
O -0.40375 -2.26975 -3.77729 -0.1 -0.4 -1.0
C -2.35840 0.18713 -0.44562 0.6 0.1 -0.3
C -3.39953 1.16194 0.07229 0.0 -0.1 -0.1
H -2.09736 -0.58436 0.28395 0.0 0.2 -0.1
H -2.67754 -0.29875 -1.37202 0.0 -0.1 0.3
H -2.97239 1.94179 0.71557 -0.1 -0.2 0.0
H -4.13492 0.57968 0.63924 0.1 0.2 0.0
H -3.93067 1.64086 -0.75666 0.1 0.0 0.2
C -1.13639 1.89493 -1.79282 -0.4 -0.1 0.4
C -1.97974 1.49565 -2.98877 0.1 -0.1 -0.2
H -0.10039 2.10651 -2.08374 -0.1 -0.2 0.0
H -1.54112 2.78548 -1.28386 0.1 -0.2 -0.2
H -1.70825 0.50113 -3.37839 0.0 0.3 0.2
H -1.80561 2.21764 -3.79177 0.0 0.0 0.1
H -3.05243 1.52176 -2.76460 0.3 -0.1 0.0
C 0.76300 -2.39041 -4.62159 -0.3 0.0 0.3
C -1.55556 -2.93828 -4.31232 0.2 0.0 0.2
C 1.05655 -1.09177 -5.34076 0.0 0.0 -0.1
H 0.63090 -3.20544 -5.36164 0.1 0.2 0.5
H 1.58800 -2.64804 -3.94282 -0.1 0.0 -0.3
H 0.25612 -0.82959 -6.03316 0.0 0.0 0.1
H 1.97496 -1.19448 -5.91882 0.1 0.1 0.0
H 1.18047 -0.27638 -4.62475 0.0 0.0 0.0
C -2.07006 -2.32984 -5.60780 0.0 -0.1 0.0
H -2.31410 -2.86033 -3.52455 0.1 -0.1 -0.1
H -1.31696 -4.01141 -4.46908 -0.2 0.4 0.1
H -2.11445 -1.23906 -5.56201 0.0 -0.1 0.1
H -3.08010 -2.69880 -5.79830 0.1 0.0 -0.1
H -1.43593 -2.61604 -6.44923 -0.1 0.1 0.0
H 0.05280 -1.82030 -1.80294 0.6 -0.7 0.8
Dy 0.33394 1.29346 0.88557 -0.1 -0.4 0.6
C 0.73400 -2.25886 -1.02560 0.1 0.3 -0.6
Si 0.71748 -4.16630 -0.85203 -0.2 -0.6 -0.1
H 1.76023 -1.97311 -1.32314 -0.2 0.1 0.2
H 0.50634 -1.78091 -0.06079 0.1 -0.2 0.1
C -1.06286 -4.74061 -0.65926 0.1 0.2 0.1
C 1.72946 -4.69590 0.65722 0.0 0.2 0.0
C 1.41606 -5.17654 -2.29990 0.1 0.3 -0.1
C -0.68873 0.00088 2.54047 -0.6 -0.8 0.7
Si 0.13768 0.18912 4.19660 0.5 0.1 0.9
H -0.81395 -1.09409 2.40379 0.2 0.4 -0.4
H -1.71702 0.40286 2.60529 0.3 0.2 -0.3
C 1.08036 -1.38665 4.62887 -0.1 0.0 -0.2
C -1.02488 0.58486 5.62070 -0.3 0.0 -0.1
C 1.40687 1.59349 4.17173 0.0 0.1 0.1
H 1.14361 -6.23682 -2.16125 0.1 0.4 0.1
H 2.51549 -5.12920 -2.34738 -0.3 0.0 -0.1
H 1.00263 -4.85514 -3.26817 0.2 -0.1 0.2
H -1.45898 -4.39007 0.30538 -0.1 -0.1 -0.3
H -1.10955 -5.84118 -0.69127 -0.1 0.4 0.1
H -1.67391 -4.33169 -1.47912 0.1 -0.2 0.3
H 1.57245 -4.00827 1.50093 0.1 -0.2 -0.1
H 2.80492 -4.72474 0.42351 -0.3 0.1 0.1
H 1.43741 -5.70817 0.98014 0.1 0.3 -0.1
H -1.98860 0.06292 5.52207 0.2 0.1 0.1
H -1.22756 1.66593 5.68742 0.0 -0.3 0.0
H -0.55919 0.26170 6.56492 -0.1 0.1 -0.3
H 0.99780 2.56710 3.86563 0.0 -0.2 0.1
H 2.29293 1.38229 3.55681 -0.1 0.0 0.1
H 1.75484 1.70491 5.21147 0.0 0.0 -0.3
H 1.40367 -1.39638 5.68115 -0.1 0.1 -0.3
H 1.97131 -1.48989 3.99312 -0.1 -0.1 0.2
H 0.44105 -2.26482 4.46366 0.2 0.1 0.1
Cl -2.67812 5.08964 2.40849 -0.3 0.1 0.1
C -0.97786 5.20432 2.39412 1.4 -1.2 -0.9
C -0.29200 6.27727 2.96424 0.8 0.5 0.2
C 1.09541 6.32501 3.01017 -0.7 -0.5 -0.5
Cl 1.86548 7.61486 3.82939 0.2 0.4 0.2
C 1.89218 5.30920 2.39578 -0.9 -0.1 -0.1
C 3.29243 5.22410 2.43306 0.3 -0.1 -0.1
C 3.92883 4.15488 1.83520 0.4 -0.1 -0.1
C 3.18271 3.13555 1.22750 -1.6 0.5 0.2
N 1.83191 3.16636 1.21307 1.5 0.5 0.0
C 1.18768 4.25526 1.74351 -0.1 -0.2 0.6
C -0.24784 4.15933 1.79690 -0.2 0.5 0.7
O -0.81481 3.04459 1.39372 0.0 -0.3 -0.5
H -0.87445 7.08091 3.39936 0.1 0.0 0.1
H 3.85538 6.01155 2.93678 -0.1 -0.3 -0.2
H 5.01355 4.06118 1.83854 -0.3 0.1 0.1
H 3.63970 2.26839 0.74569 0.1 0.3 0.2
```
Forces are in eV/Å.

The molecule's Mulliken atomic charges, reported in e, are given here:
1. O 0.6332
2. O -0.2211
3. C -0.4957
4. C -1.2400
5. H 0.4724
6. H 0.4768
7. H 0.1682
8. H 0.4054
9. H 0.3146
10. C -0.2347
11. C -1.3266
12. H 0.4725
13. H 0.2921
14. H 0.1712
15. H 0.4591
16. H 0.3170
17. C -0.3840
18. C -0.3022
19. C -1.3441
20. H 0.4619
21. H 0.3156
22. H 0.3169
23. H 0.4096
24. H 0.2260
25. C -1.3155
26. H 0.3316
27. H 0.3425
28. H 0.2484
29. H 0.4106
30. H 0.3452
31. H -0.0567
32. Dy 0.4062
33. C -0.0030
34. Si 0.4589
35. H 0.3656
36. H -0.2080
37. C -0.9234
38. C -0.9882
39. C -1.0154
40. C -0.8819
41. Si 0.3521
42. H 0.3639
43. H 0.3620
44. C -1.0784
45. C -1.1247
46. C -0.9332
47. H 0.3649
48. H 0.3209
49. H 0.1949
50. H 0.2963
51. H 0.3237
52. H 0.2242
53. H 0.1868
54. H 0.3206
55. H 0.2987
56. H 0.3553
57. H 0.3196
58. H 0.3094
59. H 0.1789
60. H 0.2698
61. H 0.4318
62. H 0.3342
63. H 0.2845
64. H 0.3446
65. Cl -0.2039
66. C 0.4549
67. C -0.3883
68. C 0.5403
69. Cl -0.2413
70. C 0.1215
71. C -0.6621
72. C -0.8604
73. C -0.2015
74. N 0.0430
75. C 0.3359
76. C -0.3052
77. O -0.5270
78. H 0.4585
79. H 0.4270
80. H 0.4084
81. H 0.4184

No. 3
C25H47ClINO3Si2Ti | ωB97M-V/def2-TZVPD

Output
⟨S²⟩	0.755
gap between HOMO and LUMO (alpha / beta)	6.92 / 7.03	eV
molar mass	676.05	g/mol
multiplicity	2
charge	+1
HOMO (alpha / beta)	-10.81 / -10.91	eV

Geometry as XYZ:
```
81
Properties=species:S:1:pos:R:3:forces:R:3
O -0.27816 -1.46811 -2.07709 0.1 0.5 -1.3
O 2.31806 -4.95236 -2.29286 1.0 -0.6 -0.6
C -1.41624 -2.22614 -2.63835 0.5 0.1 0.3
C -2.49449 -1.28289 -3.11972 -0.1 0.1 -0.2
H -1.71894 -2.89963 -1.82792 0.0 0.2 -0.2
H -1.00207 -2.82208 -3.45396 -0.2 -0.1 0.2
H -2.75714 -0.53099 -2.35577 -0.1 -0.3 -0.2
H -3.38366 -1.86160 -3.37914 0.0 0.1 0.1
H -2.18926 -0.75316 -4.03643 -0.2 -0.2 0.4
C 0.43588 -0.71863 -3.14347 -0.1 -0.5 -0.3
C 1.18941 -1.66986 -4.06813 0.1 0.3 0.0
H 1.09807 -0.01264 -2.62775 0.0 -0.3 0.0
H -0.28400 -0.13970 -3.73831 0.1 0.0 0.4
H 1.63823 -2.49331 -3.50277 0.1 0.2 -0.1
H 1.96947 -1.08524 -4.57718 -0.1 -0.3 0.1
H 0.53255 -2.07998 -4.84511 0.2 0.1 0.2
C 3.71767 -5.14180 -1.93981 -0.7 0.0 -0.1
C 1.85590 -5.85441 -3.31219 0.2 0.1 0.5
C 4.59439 -4.04010 -2.48599 0.1 0.0 -0.1
H 4.08693 -6.11210 -2.31942 -0.3 0.2 0.3
H 3.75140 -5.15390 -0.84128 0.1 -0.1 -0.3
H 4.61397 -4.05569 -3.57964 0.0 0.1 0.2
H 5.61435 -4.20410 -2.13557 0.1 0.1 0.0
H 4.27065 -3.05523 -2.14155 0.0 -0.1 0.0
C 2.58369 -5.67094 -4.62915 -0.1 -0.1 -0.1
H 0.77841 -5.65420 -3.39435 0.3 -0.1 -0.1
H 1.98930 -6.89754 -2.96815 -0.2 0.3 0.0
H 2.61994 -4.61868 -4.92315 0.0 -0.1 0.0
H 2.06791 -6.23846 -5.40433 0.0 0.0 -0.1
H 3.60303 -6.06396 -4.57279 -0.1 0.1 0.0
H 0.98369 -4.17186 -0.99026 -0.1 0.0 1.1
Ti -0.48526 -0.17260 -0.49780 -1.2 -0.9 -0.6
C 0.97997 -4.12731 0.12759 0.2 0.1 -0.4
Si 0.69811 -5.86235 0.83355 -0.3 -0.4 -0.5
H 1.95873 -3.72076 0.41909 -0.2 0.1 0.0
H 0.20283 -3.42163 0.43971 0.1 -0.3 0.1
C -0.68784 -6.56186 -0.23869 0.0 0.1 0.1
C 0.16777 -5.92932 2.63997 0.0 0.2 0.0
C 2.13694 -7.06840 0.62606 0.1 0.2 0.0
C -1.14952 -1.24082 1.00195 0.0 -0.7 0.1
Si -2.05834 -0.21205 2.26480 -0.5 -0.3 1.0
H -0.28328 -1.75307 1.46547 -0.4 0.1 0.0
H -1.75622 -2.00293 0.43603 0.2 0.4 0.6
C -2.26543 -1.32581 3.76383 -0.1 0.0 -0.1
C -3.73997 0.39439 1.73229 -0.2 0.0 -0.2
C -1.07534 1.25891 2.88201 0.2 0.2 0.0
H 1.73264 -8.08976 0.72882 0.2 0.3 0.0
H 2.90021 -6.91982 1.40386 -0.1 -0.1 -0.2
H 2.61537 -6.99050 -0.36190 -0.2 -0.1 0.3
H -1.62903 -6.03104 -0.03613 0.1 -0.2 -0.1
H -0.82490 -7.63161 -0.02354 -0.1 0.3 -0.1
H -0.42674 -6.44182 -1.30138 -0.1 -0.1 0.3
H -0.49393 -5.09018 2.90005 0.1 -0.2 0.0
H 1.03698 -5.92014 3.31516 -0.3 0.0 -0.1
H -0.38609 -6.86758 2.80795 0.2 0.3 0.0
H -4.26926 -0.34732 1.12118 0.0 0.1 0.1
H -3.68924 1.33746 1.17544 0.0 -0.2 0.1
H -4.33711 0.56306 2.63945 0.1 0.0 -0.2
H -1.32533 2.19144 2.35679 0.1 -0.2 0.1
H 0.00790 1.09296 2.81925 -0.1 0.1 0.1
H -1.33081 1.39315 3.94711 0.1 0.0 -0.4
H -2.91248 -0.82913 4.49619 0.1 -0.2 0.0
H -1.29041 -1.51508 4.22924 -0.2 0.0 0.0
H -2.71375 -2.28865 3.49170 0.1 0.1 0.1
Cl 2.29613 5.96638 -0.73138 0.3 0.4 -0.1
C 1.20477 4.65839 -0.58412 -0.7 -0.3 0.0
C -0.16332 4.90729 -0.60445 1.0 -0.2 0.3
C -1.09009 3.86435 -0.46243 0.2 -1.3 -0.1
I -3.13799 4.24412 -0.20895 0.6 -0.1 -0.2
C -0.62396 2.54208 -0.46740 -0.8 0.7 -0.1
O -1.41690 1.46904 -0.58475 0.1 0.5 0.3
C 0.76470 2.29559 -0.32163 0.7 0.2 -0.1
N 1.12671 0.97651 -0.12301 2.0 0.7 0.3
C 2.43333 0.66601 0.06987 -1.5 1.0 -0.2
C 3.41762 1.65443 -0.04938 0.5 -0.3 0.1
C 3.08197 2.96230 -0.35178 0.2 -0.1 0.1
C 1.72986 3.33923 -0.40976 -1.0 0.0 -0.1
H -0.52792 5.91839 -0.71249 0.1 0.1 0.1
H 2.63247 -0.37542 0.31652 0.2 0.2 -0.2
H 4.45985 1.35329 0.09409 -0.4 0.2 -0.2
H 3.85554 3.70827 -0.54276 -0.2 -0.2 0.2
```
Forces are in eV/Å.

The molecule's Mulliken atomic charges, reported in e, are given here:
1. O -0.1551
2. O -0.0251
3. C -0.3901
4. C -1.2910
5. H 0.3237
6. H 0.4517
7. H 0.2640
8. H 0.4585
9. H 0.3562
10. C -0.2079
11. C -1.4823
12. H 0.2715
13. H 0.4629
14. H 0.2767
15. H 0.4935
16. H 0.3671
17. C -0.4446
18. C -0.3004
19. C -1.3491
20. H 0.4635
21. H 0.3559
22. H 0.3027
23. H 0.4301
24. H 0.2193
25. C -1.3454
26. H 0.2903
27. H 0.3401
28. H 0.2334
29. H 0.4136
30. H 0.3586
31. H -0.4349
32. Ti 0.6240
33. C 0.8411
34. Si 0.4424
35. H 0.4071
36. H -0.7148
37. C -1.0008
38. C -1.0337
39. C -0.9859
40. C -0.7736
41. Si 0.3007
42. H 0.2643
43. H 0.4316
44. C -1.1477
45. C -0.8947
46. C -1.0261
47. H 0.3738
48. H 0.3042
49. H 0.1593
50. H 0.2992
51. H 0.3449
52. H 0.2096
53. H 0.2347
54. H 0.3229
55. H 0.3037
56. H 0.3259
57. H 0.1187
58. H 0.3383
59. H 0.2425
60. H 0.2798
61. H 0.4631
62. H 0.3466
63. H 0.3131
64. H 0.3155
65. Cl -0.2321
66. C 0.6537
67. C -0.4463
68. C -0.7992
69. I 0.1010
70. C 1.0283
71. O -0.5495
72. C 0.4623
73. N 0.5741
74. C -0.6515
75. C -0.8307
76. C -0.7752
77. C -0.1556
78. H 0.4443
79. H 0.5898
80. H 0.4116
81. H 0.4378